Entry 1:
DFT (the ωB97M-V functional and the def2-TZVPD basis) results for a 2-piece molecular cluster, CCl2S overall.

The energy above the lowest of the compared OMol25 structures with the same formula, charge and spin is 50.33 kcal per mole. For the total energy, the calculation gives -36914.0811 eV. The value obtained for the orbital gap (spin up / spin down) is 7.60 / 6.85 eV.

Last column: Mulliken charge in e.
Cartesian coordinates (Å):
S  1.119  1.331  0.030  -0.02
C  0.394  -0.046  -0.084  0.37
Cl  0.751  -1.669  0.029  0.04
Cl  -2.264  0.384  0.025  -0.38

Forces on the atoms, in the same order (eV/Å):
S -0.8 -1.2 -0.3
C -0.4 1.0 0.8
Cl -0.7 0.8 -0.3
Cl 1.9 -0.5 -0.1

Entry 2:
DFT (the ωB97M-V functional and the def2-TZVPD basis) results for one molecule with the formula CCl3FO2S.

The energy above the lowest of the compared OMol25 structures with the same formula, charge and spin is 127.63 kcal per mole. For the total energy, the calculation gives -56245.8982 eV. The value obtained for the orbital gap (spin up / spin down) is 7.91 / 7.53 eV.

Last column: Mulliken charge in e.
Cartesian coordinates (Å):
F  -1.519  0.543  1.623  -0.16
C  -1.597  0.185  0.310  0.37
O  3.447  -0.590  -0.654  -0.39
O  0.829  -0.029  -0.896  -0.35
Cl  -3.250  0.674  -0.268  -0.14
S  -0.228  1.043  -0.603  0.23
Cl  2.323  -0.444  0.294  0.52
Cl  -1.520  -1.511  -0.033  -0.09

Forces on the atoms, in the same order (eV/Å):
F 0.0 -0.8 -0.5
C -0.8 0.5 -0.4
O 1.0 -0.1 -0.7
O 0.2 -1.0 -0.6
Cl 0.9 0.5 0.2
S -1.0 1.3 0.3
Cl -0.8 0.2 1.0
Cl 0.4 -0.6 0.7

Entry 3:
DFT (the ωB97M-V functional and the def2-TZVPD basis) results for a 2-piece molecular cluster, CCl3NS overall.

The energy above the lowest of the compared OMol25 structures with the same formula, charge and spin is 11.27 kcal per mole. For the total energy, the calculation gives -50925.0383 eV. The value obtained for the orbital gap (spin up / spin down) is 7.43 / 7.43 eV.

Last column: Mulliken charge in e.
Cartesian coordinates (Å):
Cl  -1.929  0.913  0.378  -0.01
S  -1.019  -1.609  -0.999  -0.11
N  0.812  0.377  0.355  -0.24
Cl  1.993  -0.897  0.554  -0.05
C  -1.001  -0.317  -0.086  0.45
Cl  1.411  1.554  -0.794  -0.04

Forces on the atoms, in the same order (eV/Å):
Cl -0.9 0.8 0.7
S -0.3 0.8 1.1
N -1.4 -0.4 0.8
Cl -0.8 0.3 -0.5
C 4.0 -0.9 -2.0
Cl -0.5 -0.7 0.0

Entry 4:
DFT (the ωB97M-V functional and the def2-TZVPD basis) results for a 2-piece molecular cluster, CCl4NOP overall.

Its SMILES is N#P(Cl)Cl.O=C(Cl)Cl. The energy above the lowest of the compared OMol25 structures with the same formula, charge and spin is 77.71 kcal per mole. For the total energy, the calculation gives -63951.7447 eV. The value obtained for the orbital gap is 9.06 eV.

Last column: Mulliken charge in e.
Cartesian coordinates (Å):
C  -1.486  0.323  -0.300  0.57
Cl  -2.991  1.044  0.043  -0.10
Cl  2.394  1.399  -0.231  -0.11
Cl  1.907  -1.686  -0.995  -0.17
N  0.712  -0.428  1.660  -0.49
P  1.494  -0.211  0.434  0.76
O  -0.498  0.924  -0.612  -0.39
Cl  -1.533  -1.364  0.001  -0.07

Forces on the atoms, in the same order (eV/Å):
C 0.9 0.2 0.2
Cl -0.4 0.5 -0.1
Cl 0.5 0.3 -0.3
Cl -0.1 1.1 0.7
N 0.2 -0.1 0.8
P 0.3 -1.3 -0.6
O -1.2 -0.5 -0.3
Cl -0.2 -0.3 -0.4

Entry 5:
DFT (the ωB97M-V functional and the def2-TZVPD basis) results for CClF2O2S as an isolated structure.

Its total charge is -1. The energy above the lowest of the compared OMol25 structures with the same formula, charge and spin is 6.39 kcal per mole. For the total energy, the calculation gives -33925.8624 eV. The value obtained for the orbital gap is 7.27 eV.

Last column: Mulliken charge in e.
Cartesian coordinates (Å):
O  -1.199  -0.231  1.608  -0.49
F  1.178  1.164  -0.116  -0.22
C  1.086  -0.144  -0.331  0.65
Cl  -2.629  1.081  -0.653  -0.40
F  1.424  -0.895  0.726  -0.23
S  -1.203  -0.421  0.176  0.25
O  1.342  -0.553  -1.411  -0.56

Forces on the atoms, in the same order (eV/Å):
O -0.2 0.3 2.7
F 0.2 0.8 1.4
C -0.7 -0.1 -1.0
Cl 0.4 0.0 0.0
F 0.1 0.5 1.2
S 0.0 -0.6 -2.4
O 0.1 -0.9 -1.8

Entry 6:
DFT (the ωB97M-V functional and the def2-TZVPD basis) results for one molecule with the formula CClF3O2S.

Its SMILES is O=S(=O)(Cl)C(F)(F)F. The energy above the lowest of the compared OMol25 structures with the same formula, charge and spin is 15.82 kcal per mole. For the total energy, the calculation gives -36640.6226 eV. The value obtained for the orbital gap is 11.59 eV.

Last column: Mulliken charge in e.
Cartesian coordinates (Å):
Cl  1.774  1.151  0.032  -0.14
C  -0.894  0.401  0.078  0.65
F  -0.863  1.441  0.975  -0.16
F  -1.899  -0.482  0.211  -0.18
O  1.115  -1.505  1.133  -0.46
F  -0.919  0.925  -1.153  -0.16
S  0.807  -0.668  0.009  0.89
O  0.881  -1.264  -1.286  -0.45

Forces on the atoms, in the same order (eV/Å):
Cl 0.8 -0.7 0.0
C 0.8 -0.4 -0.5
F -0.6 -2.4 -1.1
F 0.7 1.4 0.5
O -0.4 1.3 -0.2
F -0.4 -0.2 0.9
S -0.7 0.3 0.3
O -0.2 0.7 0.2

Entry 7:
DFT (the ωB97M-V functional and the def2-TZVPD basis) results for one molecule with the formula CClF3O3S.

Its SMILES is O=S(=O)(F)OC(F)(F)Cl. The energy above the lowest of the compared OMol25 structures with the same formula, charge and spin is 0.26 kcal per mole. For the total energy, the calculation gives -38688.5345 eV. The value obtained for the orbital gap is 13.01 eV.

Last column: Mulliken charge in e.
Cartesian coordinates (Å):
O  0.007  -0.161  -0.890  -0.24
F  2.152  -1.003  -0.768  -0.19
S  -1.203  0.324  -0.016  1.25
F  0.893  -0.848  1.016  -0.17
Cl  1.730  1.341  0.159  -0.08
F  -1.800  -1.160  0.302  -0.23
O  -2.129  0.885  -0.905  -0.51
O  -0.846  0.907  1.222  -0.47
C  1.197  -0.284  -0.120  0.63

Forces on the atoms, in the same order (eV/Å):
O 1.2 -0.8 0.0
F -1.8 0.7 0.5
S -2.8 -1.6 0.7
F 0.6 -1.3 0.6
Cl 1.3 0.6 0.0
F 0.9 1.7 -0.1
O -0.1 0.4 -0.3
O -0.3 -0.2 -0.6
C 0.9 0.6 -0.8

Entry 8:
DFT (the ωB97M-V functional and the def2-TZVPD basis) results for a 2-piece molecular cluster, CClF3OS overall.

The energy above the lowest of the compared OMol25 structures with the same formula, charge and spin is 45.33 kcal per mole. For the total energy, the calculation gives -34591.3839 eV. The value obtained for the orbital gap is 9.52 eV.

Last column: Mulliken charge in e.
Cartesian coordinates (Å):
S  -2.013  -0.334  0.324  0.74
F  2.715  0.197  0.102  -0.13
Cl  -0.171  0.501  0.781  -0.09
C  1.703  -0.489  -0.480  0.13
F  -1.590  -1.919  0.325  -0.21
O  -2.220  0.023  -1.059  -0.39
F  1.359  0.049  -1.588  -0.05

Forces on the atoms, in the same order (eV/Å):
S 0.1 -0.6 -1.5
F -1.1 0.2 -1.4
Cl -0.9 0.3 1.0
C 1.2 -1.9 1.0
F -0.1 1.3 0.1
O 0.0 -0.4 1.2
F 0.8 1.1 -0.4

Entry 9:
DFT (the ωB97M-V functional and the def2-TZVPD basis) results for CClNa6O7 as an isolated structure.

Its total charge is +3. The energy above the lowest of the compared OMol25 structures with the same formula, charge and spin is 48.45 kcal per mole. For the total energy, the calculation gives -54359.3832 eV. The value obtained for the orbital gap is 2.67 eV.

Last column: Mulliken charge in e.
Cartesian coordinates (Å):
C  -3.112  -1.079  20.755  0.93
Na  -5.036  -3.159  22.247  0.96
Cl  1.826  -2.597  22.115  1.53
O  -2.191  -1.110  21.604  -0.71
O  -4.214  -1.080  21.241  -0.99
Na  -4.774  -2.674  18.426  0.91
Na  -6.294  0.244  20.608  0.95
Na  -1.399  -1.890  23.650  0.96
O  0.625  -1.913  21.943  -0.60
O  2.623  -1.755  21.226  -0.70
O  1.964  -4.014  21.555  -0.57
Na  -2.654  0.834  17.833  0.96
O  2.490  -2.254  23.293  -0.53
O  -3.042  -1.068  19.456  -0.97
Na  -0.612  -1.773  19.504  0.87

Forces on the atoms, in the same order (eV/Å):
C 3.7 0.1 0.6
Na 0.2 0.3 0.4
Cl 10.3 0.2 -6.2
O 2.2 -0.4 -1.6
O -9.2 -0.7 1.8
Na 0.5 0.1 -0.2
Na 0.3 0.3 0.5
Na 1.1 0.4 -0.4
O -8.5 0.2 1.2
O 0.4 -0.8 -2.5
O -2.2 2.7 2.6
Na 0.2 0.1 0.2
O -1.3 -2.2 4.7
O 1.3 0.0 -2.2
Na 0.9 -0.1 1.1

Entry 10:
DFT (the ωB97M-V functional and the def2-TZVPD basis) results for a 2-piece molecular cluster, CClO2S overall.

Its total charge is -1. The energy above the lowest of the compared OMol25 structures with the same formula, charge and spin is 55.22 kcal per mole. For the total energy, the calculation gives -28489.4385 eV. The value obtained for the orbital gap is 7.50 eV.

Last column: Mulliken charge in e.
Cartesian coordinates (Å):
O  -0.330  -1.420  0.061  -0.42
Cl  2.199  0.175  0.177  -0.19
S  -1.973  0.672  0.136  -0.44
C  -0.746  -0.323  0.032  0.58
O  0.850  0.897  -0.407  -0.53

Forces on the atoms, in the same order (eV/Å):
O 0.2 0.6 0.0
Cl 0.6 -0.2 0.1
S -1.1 1.2 0.1
C 1.5 -1.1 -0.3
O -1.3 -0.4 0.1